Record 1
71
Properties=species:S:1:pos:R:3 method="wB97M-V/def2-TZVPD" gap_ha=0.11365 spin_multiplicity=1 e_homo_ha=0.0218 charge=-2 relative_energy_ev=13.0570
Sr 0.97 1.48 -0.52
O 0.55 2.61 2.86
C 0.32 1.93 1.67
O 0.74 0.77 1.46
C 0.06 2.99 0.64
C -0.80 2.68 -0.59
C -1.48 4.04 -0.83
C -0.18 4.87 -1.17
C 0.90 3.72 -1.33
O 0.05 2.63 -1.80
C 1.39 3.52 0.13
C 2.56 2.68 0.69
O 3.01 3.00 1.79
O 2.99 1.71 -0.05
H -0.39 3.79 1.22
H -1.52 1.86 -0.48
H -2.16 3.97 -1.68
H -2.01 4.36 0.07
H -0.27 5.45 -2.09
H 0.08 5.52 -0.34
H 1.68 4.01 -2.03
H 1.57 4.49 0.58
C 3.95 -4.01 0.61
C 3.57 -2.89 1.60
S 2.76 -1.35 0.88
C 1.03 -2.00 0.82
C 0.85 -3.43 0.29
S 0.04 -3.63 -1.32
C 1.41 -4.09 -2.47
C 2.71 -4.64 -1.91
S 3.93 -3.50 -1.15
H 3.33 -4.90 0.74
H 4.99 -4.31 0.77
H 4.48 -2.45 2.02
H 2.93 -3.25 2.41
H 0.55 -1.24 0.16
H 0.63 -1.92 1.83
H 0.23 -4.00 0.98
H 1.80 -3.92 0.16
H 1.61 -3.22 -3.09
H 0.96 -4.88 -3.07
H 3.28 -4.98 -2.78
H 2.54 -5.48 -1.23
S -1.92 1.77 1.93
C -1.80 0.73 3.35
C -2.88 -0.11 3.62
C -2.85 -1.05 4.64
C -1.69 -1.20 5.39
C -0.62 -0.37 5.16
C -0.66 0.63 4.18
S 0.81 1.61 4.14
H -3.75 -0.04 2.98
H -3.72 -1.67 4.82
H -1.62 -1.97 6.15
H 0.30 -0.47 5.73
F -4.84 2.48 -3.14
C -4.44 1.37 -3.79
F -5.54 0.59 -3.90
F -4.14 1.75 -5.05
C -3.31 0.67 -3.10
C -3.31 0.56 -1.72
C -2.25 -0.12 -1.13
N -1.20 -0.59 -1.79
C -1.24 -0.51 -3.12
C -2.28 0.08 -3.82
H -4.08 1.02 -1.11
H -2.22 -0.22 -0.05
H -0.37 -0.93 -3.63
H -2.28 0.11 -4.90
I 2.32 -0.41 -2.03
I 3.93 -1.74 -4.24

---

Record 2
13
Properties=species:S:1:pos:R:3 method="wB97M-V/def2-TZVPD" gap_ha="0.14518 / 0.10430" spin_multiplicity=3 s2=2.01 e_homo_ha="-0.1620 / -0.3281" charge=0 relative_energy_ev=0.3640
C -0.38 -0.66 1.99
C -0.84 1.23 0.45
O 2.38 -1.67 -2.23
O 1.51 0.66 -2.26
O 0.59 -1.09 -3.72
O -0.99 -0.15 0.79
S 1.43 -0.72 -2.66
H 0.66 -0.49 2.00
H -0.77 0.02 2.78
H -0.76 -1.71 1.88
H -1.89 1.49 0.12
H -0.64 1.78 1.38
H -0.32 1.31 -0.52

---

Record 3
17
Properties=species:S:1:pos:R:3 method="wB97M-V/def2-TZVPD" gap_ha=0.37035 spin_multiplicity=1 e_homo_ha=-0.3468 charge=0 relative_energy_ev=5.8558
C 1.75 0.18 0.31
C 0.77 -0.86 -0.24
C -0.23 -1.39 0.79
N -0.99 -0.71 1.51
O -0.92 0.66 1.37
C -1.60 1.26 0.31
O -0.71 1.64 -0.76
N -0.65 0.69 -1.80
C -0.03 -0.37 -1.47
H 2.37 0.60 -0.55
H 2.38 -0.17 1.13
H 1.25 1.07 0.64
H 1.31 -1.75 -0.56
H -0.16 -2.47 0.93
H -2.40 0.63 -0.13
H -2.11 2.19 0.73
H -0.04 -1.19 -2.20

---

Record 4
27
Properties=species:S:1:pos:R:3 method="wB97M-V/def2-TZVPD" gap_ha="0.23284 / 0.23505" spin_multiplicity=5 s2=6.06 e_homo_ha="-0.2210 / -0.3271" charge=0
C 2.39 -1.11 1.90
O 2.32 -0.54 0.52
C 1.06 -0.11 0.11
C -0.16 -0.64 0.67
C -1.20 0.33 1.14
C -1.04 1.94 1.00
C 0.04 2.12 -0.13
C 0.91 1.18 -0.66
Fe 0.25 -1.07 -1.67
C -1.26 -1.75 -2.31
O -2.00 -2.38 -2.96
C 1.13 -2.56 -1.76
O 1.28 -3.70 -1.97
C 0.79 -0.50 -3.22
O 1.05 -0.67 -4.35
H 2.98 -2.03 1.94
H 2.88 -0.36 2.57
H 1.37 -1.31 2.24
H -0.22 -1.67 1.11
H -1.98 0.22 0.38
H -1.54 0.06 2.12
H -0.78 2.39 1.96
H -0.07 3.09 -0.58
H 1.67 1.47 -1.43
N -2.27 2.50 0.48
N -3.30 2.49 1.18
N -4.32 2.59 1.72

---

Quick rundown of total energy, same order as above: -118503.605; -21188.297; -12385.080; -57554.007 eV